Formula: C19H15ClN4O3S
Source: OMol25
Level of theory: wB97M-V/def2-TZVPD

Last column: natural (NBO) charge in e.
Positions of all 43 atoms, in Å:
O1 -1.401 2.554 3.556  -0.58
C1 -0.950 2.319 2.454  0.64
N1 0.219 2.909 2.060  -0.43
N2 0.758 2.789 0.841  -0.23
C2 1.807 3.445 0.542  0.07
C3 2.418 3.323 -0.762  -0.16
C4 1.936 2.446 -1.740  -0.14
C5 2.584 2.388 -2.959  -0.25
C6 3.687 3.206 -3.167  0.05
N3 4.153 4.040 -2.251  -0.42
C7 3.538 4.095 -1.087  0.06
H1 3.956 4.792 -0.370  0.19
H2 4.228 3.197 -4.104  0.19
H3 2.235 1.715 -3.726  0.23
H4 1.080 1.819 -1.544  0.25
H5 2.289 4.124 1.257  0.16
H6 0.646 3.541 2.746  0.38
C8 -1.631 1.430 1.471  -0.08
C9 -0.947 0.614 0.577  -0.16
C10 -1.669 -0.163 -0.304  -0.35
C11 -3.050 -0.162 -0.322  -0.17
C12 -3.733 0.626 0.592  -0.21
C13 -3.026 1.412 1.484  -0.16
H7 -3.541 2.031 2.204  0.24
H8 -4.812 0.629 0.605  0.23
H9 -3.564 -0.777 -1.045  0.25
S1 -0.758 -1.152 -1.481  2.32
O2 -1.661 -1.971 -2.229  -0.92
O3 0.159 -0.306 -2.186  -0.94
N4 0.229 -2.084 -0.488  -0.88
C14 -0.173 -3.267 0.116  0.25
C15 0.772 -4.234 0.454  -0.30
C16 0.364 -5.393 1.090  0.00
C17 -0.969 -5.618 1.392  -0.26
C18 -1.899 -4.652 1.049  -0.17
C19 -1.514 -3.481 0.423  -0.27
H10 -2.245 -2.738 0.155  0.22
H11 -2.941 -4.814 1.276  0.22
H12 -1.268 -6.530 1.882  0.23
Cl1 1.548 -6.579 1.505  0.01
H13 1.814 -4.080 0.221  0.22
H14 1.203 -2.022 -0.740  0.42
H15 0.128 0.576 0.554  0.25

Output
total charge	0
HOMO energy	-0.3292	Ha
SMILES	O=C(N/N=C/c1cccnc1)c1cccc(S(=O)(=O)Nc2cccc(Cl)c2)c1
molar mass	414.87	u
relative energy (zero: lowest compared OMol25 entry of this formula, charge and spin)	15.6	kcal/mol
calculated total energy	-55406.285	eV